1.
Formula: C37H38Cl56F9N5O5S3
Source: the OMol25 dataset
Level of theory: wB97M-V/def2-TZVPD

```
153
Properties=species:S:1:pos:R:3:forces:R:3:mulliken_charge:R:1
C 4.18939 3.01759 -1.92829 0.736 0.001 -0.809 -1.0655
C 3.77278 1.47331 -1.82297 0.230 0.798 -0.848 -0.3844
C 2.80664 1.09852 -0.60014 -0.465 2.067 -1.328 1.3947
C 2.71576 2.26015 0.52789 0.632 -0.403 0.955 -0.6210
C 4.12740 2.41790 1.32719 -0.191 0.439 -0.566 0.8984
C 4.19461 1.55420 2.67036 0.605 -0.530 -0.223 -0.6801
N 3.78436 2.33352 3.90215 -0.257 -1.383 -0.474 -0.3560
O 3.39895 -0.04109 0.09804 -1.512 -1.998 -0.874 -0.4591
S 2.94794 -1.51665 -0.50701 3.607 -4.712 -0.482 1.1363
O 3.56611 -2.60900 0.34444 -1.872 3.812 -1.328 -0.7306
O 3.38077 -1.74308 -1.93074 -1.772 1.976 2.831 -0.4937
C 1.07576 -1.64636 -0.29809 -1.730 1.145 0.674 -1.2403
N 0.81578 -2.37607 0.97337 0.662 0.549 -0.844 -0.0569
C 0.46462 -2.42676 -1.54916 1.087 0.358 -0.767 -0.6295
C 0.99030 -3.93532 -1.64065 -1.506 -0.673 -0.838 -0.5662
C 0.03916 -4.99423 -0.84988 2.176 1.812 2.020 0.8724
F -1.18285 -4.42678 -0.41585 1.969 -1.382 -1.302 -0.1981
F 0.76872 -5.27411 0.36291 -1.733 -0.099 -2.307 -0.3359
C -0.08994 -6.40257 -1.59319 2.096 -1.601 2.175 0.4640
F -0.29268 -7.42321 -0.60740 0.442 2.354 -2.660 -0.2116
F 1.14318 -6.71909 -2.23595 -3.063 0.887 1.959 -0.2311
S -1.46007 -6.55086 -2.86279 -1.201 -2.092 -3.731 1.2287
F -2.69373 -6.47849 -1.74451 2.568 0.686 -1.859 -0.2564
F -1.50971 -4.92753 -3.20836 -0.092 -2.089 1.146 -0.2854
F -0.28661 -6.69105 -4.07715 -2.171 0.478 1.507 -0.3500
F -1.34553 -8.22772 -2.71233 -0.315 2.808 -0.338 -0.3392
F -2.62619 -6.78250 -4.02741 1.814 0.426 1.885 -0.2944
C 0.56043 -0.09890 -0.18261 0.116 -0.399 -0.170 0.7059
C -1.03165 -0.03272 -0.22388 -0.500 -0.075 1.368 0.5587
C -1.60778 0.77685 1.06829 0.528 -0.125 -0.701 -0.6449
S -3.18300 1.71861 0.62869 1.270 1.519 -0.156 -0.1279
C -2.54097 3.36631 0.11313 2.210 3.876 0.524 0.2796
N -1.99096 4.41754 0.90396 -1.655 -3.081 -2.366 -0.2707
N -1.59787 5.45095 0.11114 -1.151 -1.807 -4.442 -0.3411
C -1.88844 5.09761 -1.24053 -0.115 -1.806 4.713 0.4234
O -2.46632 3.81507 -1.23131 0.471 0.749 1.069 -0.0880
C 1.34901 0.78087 -1.25763 -0.512 -0.058 0.460 -0.7174
C 0.58617 2.11915 -1.73791 1.036 0.885 -0.620 0.1133
C 0.18143 2.07203 -3.31515 1.400 -1.135 1.279 -0.9881
C -0.71256 0.80463 -3.71932 -0.144 1.193 -1.457 0.6312
C -2.19260 1.32148 -4.04735 0.475 -0.351 -1.058 -0.9872
N -3.14888 1.25773 -2.89213 -1.311 -0.305 -1.022 -0.0044
C -4.28258 0.34626 -3.25200 -2.103 0.218 -1.894 0.3433
C -4.51379 -0.93571 -2.33557 -0.374 1.165 -0.522 -0.4390
O -5.04930 0.60866 -4.22050 2.773 -0.935 3.560 -0.5822
H 5.10742 3.25176 -1.27666 -1.606 -0.192 -0.790 0.2439
H 4.54168 3.21226 -3.00947 -0.534 -0.336 1.608 0.2065
H 3.34415 3.75900 -1.74353 1.162 -1.058 -0.066 0.2581
H 4.74340 0.85990 -1.85496 -1.613 0.779 0.453 0.2435
H 3.23654 1.21893 -2.81303 0.764 0.254 1.598 0.3946
H 2.41670 3.26877 0.10667 0.346 -1.476 0.303 0.3149
H 1.94738 2.00500 1.34517 0.857 0.209 -1.397 0.1529
H 4.95850 2.17484 0.57476 -1.024 0.084 1.360 0.5340
H 4.26945 3.52886 1.58888 -0.371 -1.917 -0.238 -1.2717
H 3.50073 0.65754 2.55868 0.958 1.050 -0.004 0.1158
H 5.24941 1.12129 2.84745 -1.558 0.733 -0.554 0.3432
H 2.95845 1.82344 4.26325 0.678 0.752 0.002 0.2078
H 4.50652 2.22827 4.62725 -0.459 0.127 -0.499 0.2434
H -0.18543 -2.40805 1.19853 0.604 0.175 -0.178 0.3278
H 1.37297 -1.98221 1.74636 -0.576 -0.328 -0.512 0.5089
H 0.87122 -1.89209 -2.48816 -0.565 -0.882 1.426 0.4135
H -0.67943 -2.32947 -1.63964 1.813 -0.329 0.568 0.0049
H 0.94727 -4.24718 -2.74584 0.176 0.551 1.569 0.4471
H 2.05286 -4.10629 -1.27860 -1.480 0.382 -0.294 0.0973
H 0.88232 0.22434 0.87844 -0.408 -0.452 -1.655 0.1188
H -1.49217 0.47525 -1.12873 0.781 -0.913 0.944 -0.8805
H -1.44605 -1.10268 -0.09320 0.478 1.667 -0.547 0.3887
H -1.90569 0.05434 1.90617 0.447 1.214 -1.117 0.2133
H -0.84787 1.54192 1.42830 -1.046 -0.983 -0.254 0.2451
H -1.69950 5.64990 -2.22572 -0.799 -1.705 2.531 0.0050
H 1.46829 0.16201 -2.22572 0.141 0.794 1.641 0.6479
H -0.27757 2.42903 -1.06627 1.015 -0.642 -0.836 -0.4313
H 1.34377 2.98945 -1.68670 -1.244 -1.311 0.059 0.2513
H 1.19165 1.94297 -3.86053 -1.502 0.454 0.772 0.1985
H -0.25526 3.08203 -3.60067 0.344 -1.447 0.210 0.4531
H -0.28405 0.41767 -4.71987 -0.707 0.504 1.508 0.5621
H -0.65936 -0.07495 -3.00160 -0.247 1.323 -0.736 -0.5062
H -2.14701 2.41202 -4.40209 0.133 -1.648 0.448 0.2741
H -2.59383 0.72428 -4.93867 0.425 0.824 1.240 0.2792
H -3.60743 2.19184 -2.88170 0.408 -0.872 0.240 0.2841
H -5.30737 -1.57399 -2.84256 1.269 0.707 0.623 0.3397
H -4.97296 -0.55149 -1.34951 1.051 -0.644 -1.340 0.1978
H -3.51903 -1.46549 -2.18736 -1.378 0.606 0.040 -0.1270
C -4.60234 -9.86729 -1.18103 0.195 -0.035 0.043 0.2235
Cl -4.66680 -11.31710 -0.15610 -0.027 0.205 -0.150 -0.1063
Cl -6.05522 -8.88223 -0.90533 0.201 -0.128 -0.043 -0.1355
Cl -3.15876 -8.91777 -0.77481 -0.934 -1.117 0.244 0.0375
Cl -4.53120 -10.35188 -2.88848 -0.061 0.085 0.305 -0.0513
C 6.75789 1.08338 -4.68167 0.060 -0.164 -0.046 0.2495
Cl 8.09638 0.45431 -5.66466 -0.358 0.044 0.109 -0.0670
Cl 7.41283 1.94348 -3.27189 -0.124 -0.134 -0.181 -0.1158
Cl 5.78131 2.20184 -5.65819 0.126 -0.143 0.150 -0.1060
Cl 5.74197 -0.26581 -4.13302 0.166 0.213 -0.127 0.0031
C -7.27948 -11.37368 -6.11577 -0.037 -0.018 0.034 0.3489
Cl -8.18761 -10.85965 -4.67862 0.166 -0.079 -0.224 -0.0839
Cl -7.13022 -13.14346 -6.12047 -0.018 0.290 0.003 -0.0953
Cl -8.13824 -10.84773 -7.57884 0.148 -0.082 0.235 -0.0973
Cl -5.66081 -10.64326 -6.08476 -0.243 -0.103 -0.095 -0.0848
C 5.48009 -5.22998 -2.27446 0.081 0.140 0.076 0.1893
Cl 3.85544 -5.93731 -2.38737 0.348 0.028 0.013 -0.0172
Cl 5.47742 -3.65046 -3.07933 0.122 -0.326 0.085 -0.0378
Cl 5.91983 -5.02813 -0.56657 -0.102 -0.042 -0.331 -0.0876
Cl 6.65590 -6.30107 -3.06701 -0.190 0.114 0.099 -0.1107
C 2.56602 5.28267 6.27984 0.131 0.133 -0.263 0.2379
Cl 2.41352 6.86255 7.07789 0.584 -0.434 -0.014 -0.0921
Cl 3.68434 4.25548 7.20347 -0.154 0.114 -0.110 -0.1212
Cl 0.97177 4.50050 6.20297 0.215 0.023 0.040 -0.0952
Cl 3.19207 5.51190 4.63659 -0.355 -0.031 0.426 0.0374
C -2.83359 -6.30683 2.73321 -0.007 -0.258 -0.124 0.1240
Cl -1.63692 -6.60018 4.01257 -0.191 0.064 -0.189 -0.1442
Cl -2.13548 -6.74459 1.15937 -0.296 0.388 1.173 0.0557
Cl -4.27416 -7.30224 3.02810 0.260 0.245 -0.103 -0.0091
Cl -3.29400 -4.58879 2.74482 0.086 -0.368 -0.246 -0.0397
C -1.42391 8.91674 6.68927 -0.174 -0.224 -0.085 0.3111
Cl -2.56971 8.94051 5.33197 0.142 -0.221 0.416 -0.0668
Cl -2.31347 9.08304 8.21794 0.154 0.010 -0.229 -0.1002
Cl -0.53428 7.38035 6.68455 -0.718 0.545 -0.040 0.0092
Cl -0.27567 10.26495 6.52283 -0.055 -0.234 0.164 -0.1455
C -3.36136 -0.63491 5.52319 -0.063 -0.032 0.041 0.1522
Cl -3.45633 -2.05160 4.45087 0.079 0.372 0.319 -0.0452
Cl -2.35257 0.61813 4.77083 -0.135 -0.147 0.083 -0.0537
Cl -4.99415 0.00909 5.79859 0.946 -0.210 -0.115 0.0061
Cl -2.64484 -1.11644 7.07496 -0.114 0.064 -0.280 -0.1028
C -2.13748 8.66480 -3.24317 -0.280 0.406 0.061 0.3627
Cl -3.31978 8.75609 -4.56418 0.247 -0.073 0.230 -0.0908
Cl -2.97407 8.81665 -1.68524 0.212 -0.100 -0.290 -0.0703
Cl -1.29459 7.09822 -3.31054 0.500 1.466 -1.250 -0.1235
Cl -0.95510 9.97755 -3.41269 -0.184 -0.308 0.034 -0.0934
C -5.85897 -9.55568 6.11823 0.073 -0.009 0.055 0.3416
Cl -6.79746 -9.08204 7.54979 0.137 -0.073 -0.243 -0.0948
Cl -5.69108 -11.32328 6.07859 -0.036 0.292 -0.008 -0.0899
Cl -6.70128 -9.00844 4.65143 0.079 -0.111 0.230 -0.0971
Cl -4.24911 -8.81021 6.19342 -0.282 -0.154 0.038 -0.0684
C -8.43320 2.26452 6.82321 -0.057 0.121 0.042 0.3526
Cl -7.63675 0.80483 6.19613 -0.796 0.353 0.167 -0.0898
Cl -10.15854 2.22340 6.40436 0.293 -0.010 0.064 -0.0953
Cl -8.25327 2.32396 8.58894 -0.019 -0.027 -0.303 -0.0963
Cl -7.68233 3.70322 6.10233 -0.108 -0.265 0.115 -0.0874
C 11.76392 0.57513 -4.31797 -0.021 0.027 0.054 0.3194
Cl 11.03674 -0.46662 -3.07691 0.097 0.172 -0.214 -0.0702
Cl 10.81713 2.07012 -4.46368 0.338 -0.148 0.068 -0.0640
Cl 13.43213 0.97242 -3.85510 -0.262 -0.074 -0.083 -0.1044
Cl 11.76867 -0.27633 -5.87724 -0.013 0.125 0.222 -0.0914
C -2.67991 11.84780 2.58392 0.146 0.070 0.054 0.3172
Cl -1.52056 11.63924 3.91317 -0.236 0.306 -0.513 -0.0308
Cl -1.91646 11.37254 1.05175 -0.133 0.049 0.217 -0.0763
Cl -4.10633 10.82898 2.87459 0.176 0.156 -0.078 -0.1139
Cl -3.17842 13.55045 2.49363 0.051 -0.269 0.002 -0.0981
C 6.40791 6.83283 2.50738 0.041 0.116 0.079 0.3093
Cl 5.30838 5.65926 1.74997 0.278 0.340 0.143 -0.1219
Cl 6.24063 6.74331 4.27200 0.230 0.077 -0.351 -0.0775
Cl 8.08211 6.45783 2.04737 -0.279 0.040 0.057 -0.1090
Cl 5.99549 8.47085 1.95813 0.060 -0.262 0.075 -0.0954
```
Forces are in eV/Å.

Computed properties:
- net charge = 0
- maximum force (eV/A) = 5.95
- electronic energy (eV) = -814876.4219
- HOMO level (eV) = -9.499



2.
Formula: C7H16N3O
Source: the OMol25 dataset
Level of theory: wB97M-V/def2-TZVPD

```
27
Properties=species:S:1:pos:R:3:forces:R:3:mulliken_charge:R:1
C -1.90001 1.91481 1.57253 0.370 2.948 1.224 -0.6693
C -0.48310 1.48327 1.91182 -0.869 0.368 -1.916 -0.9019
C -2.06065 1.99373 0.09781 0.921 -1.045 -1.673 -0.5328
C -0.27091 0.16887 1.16340 2.914 -0.847 3.663 -0.4162
C -1.78249 0.66489 -0.69542 1.217 3.346 -1.945 -0.6287
C 1.92232 -3.13963 -0.78834 -2.299 1.531 -0.080 -0.8250
C 2.66354 -1.75260 -0.93990 -0.002 -1.349 1.348 -0.1711
N 0.44080 -0.05992 -2.22802 -1.197 0.439 -1.095 -1.0099
N -0.42698 0.21484 -0.26576 -4.121 0.048 3.220 0.4066
N 0.47627 -0.05690 -1.03296 5.163 -2.510 -2.045 0.8767
O 2.09784 -0.73117 -0.23059 -1.835 1.676 0.616 -0.3596
H -2.58387 1.26160 1.96533 -1.818 -1.714 1.314 0.3967
H -2.11481 2.94510 2.02349 0.185 -1.373 -0.592 0.2988
H 0.18572 2.32086 1.76110 0.524 -0.045 -0.947 0.3587
H -0.24915 1.22856 2.89724 -0.443 -0.367 1.915 0.3950
H -2.95485 2.39249 -0.35733 -0.489 0.270 0.537 0.4053
H -1.24193 2.63504 -0.16838 0.307 0.669 -0.863 0.3042
H 0.76360 -0.14992 1.44201 -0.653 0.214 -0.965 0.4423
H -0.82550 -0.56217 1.84937 -0.271 0.399 -2.219 0.2078
H -2.52879 -0.05100 -0.69069 -1.154 -2.064 1.203 0.3108
H -1.81718 0.88834 -1.81167 0.830 0.062 1.368 0.3946
H 1.27866 -3.15818 -1.71883 0.465 -0.496 1.009 0.2522
H 2.54353 -4.04626 -0.77857 -0.122 0.562 0.179 0.3624
H 1.14850 -3.07685 0.13344 2.125 -0.277 -1.975 0.1957
H 2.79234 -1.38327 -1.96011 0.700 -0.555 -0.306 0.3168
H 3.67143 -1.81022 -0.33859 -1.228 0.410 -1.243 0.2905
H 1.25566 -0.13431 -2.81239 0.780 -0.301 0.265 0.2993
```
Forces are in eV/Å.

Computed properties:
- net charge = +1
- maximum force (eV/A) = 6.09
- ΔE to the lowest compared entry with this formula, charge and spin (kcal per mole) = 153.3
- electronic energy (eV) = -14022.7642
- HOMO level (eV) = -14.249